# 1
Entry from the Open Molecules 2025 dataset: the molecule C19H22N2O3S2 at a distorted geometry (ωB97M-V with the def2-TZVPD basis set).

Each atom is followed by the atoms it is bonded to, with distances in Å.
Geometry (Å):
1 C -1.585 1.870 5.234  C2 1.320, H27 1.076, H28 1.078
2 C -2.102 0.896 4.508  C1 1.320, C3 1.501, H29 1.082
3 C -2.909 1.108 3.260  C2 1.501, N4 1.448, H30 1.094, H31 1.094
4 N -2.719 0.079 2.259  C3 1.448, C5 1.390, S23 1.684
5 C -1.525 -0.018 1.553  N4 1.390, C6 1.398, C22 1.398
6 C -1.389 -0.940 0.510  C5 1.398, C7 1.378, H32 1.076
7 C -0.203 -1.042 -0.182  C6 1.378, C8 1.393, H33 1.079
8 C 0.883 -0.220 0.113  C7 1.393, C9 1.486, C21 1.390
9 C 2.113 -0.390 -0.704  C8 1.486, O10 1.217, N11 1.360
10 O 2.378 -1.431 -1.275  C9 1.217
11 N 2.929 0.696 -0.765  C9 1.360, C12 1.441, H34 1.008
12 C 4.017 0.748 -1.708  N11 1.441, C13 1.527, H35 1.094, H36 1.098
13 C 3.926 1.966 -2.624  C12 1.527, S14 1.833, H37 1.091, H38 1.089
14 S 2.205 2.374 -3.105  C13 1.833, C15 1.777
15 C 1.554 0.805 -3.626  S14 1.777, C16 1.386, C20 1.388
16 C 2.299 -0.081 -4.388  C15 1.386, C17 1.383, H39 1.080
17 C 1.747 -1.296 -4.750  C16 1.383, C18 1.384, H40 1.080
18 C 0.452 -1.616 -4.377  C17 1.384, C19 1.385, H41 1.080
19 C -0.297 -0.714 -3.641  C18 1.385, C20 1.382, H42 1.080
20 C 0.253 0.494 -3.257  C15 1.388, C19 1.382, H43 1.080
21 C 0.749 0.698 1.148  C8 1.390, C22 1.381, H44 1.081
22 C -0.430 0.794 1.862  C5 1.398, C21 1.381, H45 1.077
23 S -3.835 -1.182 2.259  N4 1.684, C24 1.812, O25 1.430, O26 1.431
24 C -2.910 -2.579 2.949  S23 1.812, H46 1.082, H47 1.082, H48 1.082
25 O -4.228 -1.504 0.922  S23 1.430
26 O -4.868 -0.821 3.181  S23 1.431
27 H -1.043 1.677 6.144  C1 1.076
28 H -1.693 2.905 4.953  C1 1.078
29 H -1.988 -0.137 4.808  C2 1.082
30 H -2.710 2.090 2.822  C3 1.094
31 H -3.970 1.058 3.521  C3 1.094
32 H -2.227 -1.554 0.229  C6 1.076
33 H -0.095 -1.760 -0.981  C7 1.079
34 H 2.602 1.578 -0.401  N11 1.008
35 H 3.964 -0.183 -2.281  C12 1.094
36 H 4.979 0.777 -1.179  C12 1.098
37 H 4.260 2.869 -2.112  C13 1.091
38 H 4.533 1.829 -3.518  C13 1.089
39 H 3.302 0.170 -4.698  C16 1.080
40 H 2.333 -1.995 -5.327  C17 1.080
41 H 0.029 -2.568 -4.660  C18 1.080
42 H -1.309 -0.954 -3.350  C19 1.080
43 H -0.316 1.198 -2.667  C20 1.080
44 H 1.577 1.329 1.439  C21 1.081
45 H -0.488 1.501 2.672  C22 1.077
46 H -2.834 -2.424 4.017  C24 1.082
47 H -1.934 -2.621 2.481  C24 1.082
48 H -3.474 -3.477 2.734  C24 1.082

Results
HOMO energy: -8.32 eV
Energy above the lowest of the compared OMol25 structures with the same formula, charge and spin: 138.91 kJ/mol
Lowest unoccupied orbital energy: 0.6 eV
SMILES: C=CCN(c1ccc(C(=O)NCCSc2ccccc2)cc1)S(C)(=O)=O
Maximum force: 1.068 eV Å⁻¹
HOMO-LUMO gap: 8.88 eV
Calculated total energy: -50852.7309 eV

# 2
Entry from the Open Molecules 2025 dataset: the molecule C19H22N2O4 at a distorted geometry (ωB97M-V with the def2-TZVPD basis set).

Each atom is followed by the atoms it is bonded to, with distances in Å.
Geometry (Å):
1 C 8.772 1.399 -0.051  O2 1.408, H26 1.089, H27 1.095, H28 1.095
2 O 7.980 0.238 -0.131  C1 1.408, C3 1.361
3 C 6.628 0.352 -0.031  O2 1.361, C4 1.412, C25 1.377
4 C 5.947 1.576 0.146  C3 1.412, C5 1.366, H29 1.079
5 C 4.584 1.605 0.238  C4 1.366, C6 1.408, H30 1.078
6 C 3.821 0.424 0.159  C5 1.408, N7 1.349, C24 1.432
7 N 2.480 0.525 0.258  C6 1.349, C8 1.300
8 C 1.822 -0.593 0.180  N7 1.300, O9 1.348, C22 1.432
9 O 0.478 -0.671 0.260  C8 1.348, C10 1.373
10 C 0.160 -2.000 0.136  O9 1.373, C11 1.480, C21 1.360
11 C -1.264 -2.403 0.178  C10 1.480, O12 1.217, N13 1.349
12 O -1.613 -3.559 0.029  C11 1.217
13 N -2.106 -1.376 0.413  C11 1.349, C14 1.441, H31 1.008
14 C -3.538 -1.531 0.428  N13 1.441, C15 1.532, H32 1.093, H33 1.093
15 C -4.181 -1.113 -0.899  C14 1.532, C16 1.535, H34 1.091, H35 1.091
16 C -3.987 0.383 -1.183  C15 1.535, O17 1.405, H36 1.100, H37 1.094
17 O -4.455 1.226 -0.162  C16 1.405, C18 1.424
18 C -5.859 1.459 -0.112  O17 1.424, C19 1.529, C20 1.530, H38 1.100
19 C -6.080 2.970 -0.028  C18 1.529, H39 1.086, H40 1.087, H41 1.086
20 C -6.485 0.757 1.095  C18 1.530, H42 1.087, H43 1.087, H44 1.087
21 C 1.262 -2.780 -0.024  C10 1.360, C22 1.426, H45 1.070
22 C 2.383 -1.898 -0.001  C8 1.432, C21 1.426, C23 1.375
23 C 3.750 -2.007 -0.102  C22 1.375, C24 1.408, H46 1.080
24 C 4.505 -0.821 -0.022  C6 1.432, C23 1.408, C25 1.406
25 C 5.908 -0.818 -0.112  C3 1.377, C24 1.406, H47 1.079
26 H 9.801 1.057 -0.153  C1 1.089
27 H 8.655 1.903 0.913  C1 1.095
28 H 8.545 2.099 -0.861  C1 1.095
29 H 6.499 2.501 0.211  C4 1.079
30 H 4.056 2.535 0.373  C5 1.078
31 H -1.729 -0.444 0.488  N13 1.008
32 H -3.742 -2.588 0.617  C14 1.093
33 H -3.946 -0.923 1.238  C14 1.093
34 H -5.246 -1.347 -0.862  C15 1.091
35 H -3.735 -1.684 -1.715  C15 1.091
36 H -4.467 0.633 -2.141  C16 1.100
37 H -2.920 0.606 -1.270  C16 1.094
38 H -6.324 1.079 -1.034  C18 1.100
39 H -7.142 3.196 0.000  C19 1.086
40 H -5.635 3.461 -0.889  C19 1.087
41 H -5.608 3.356 0.871  C19 1.086
42 H -6.379 -0.322 1.019  C20 1.087
43 H -7.542 0.999 1.158  C20 1.087
44 H -5.992 1.091 2.004  C20 1.087
45 H 1.265 -3.844 -0.142  C21 1.070
46 H 4.240 -2.960 -0.238  C23 1.080
47 H 6.436 -1.750 -0.248  C25 1.079

Results
HOMO energy: -8.10 eV
Energy above the lowest of the compared OMol25 structures with the same formula, charge and spin: 182.16 kJ/mol
Lowest unoccupied orbital energy: -0.3 eV
SMILES: COc1ccc2nc3oc(C(=O)NCCCOC(C)C)cc3cc2c1
Maximum force: 1.558 eV Å⁻¹
HOMO-LUMO gap: 7.78 eV
Calculated total energy: -31230.3483 eV